Record 1
{
  "formula": "C45H58BrCl2N3O3PPd",
  "method": "ωB97M-V/def2-TZVPD",
  "homo_ev": -10.0,
  "e_above_lowest_ev": 0.256,
  "e_tot_ev": -166073.006,
  "gap_ev": 6.5,
  "charge": 1,
  "e_lumo_ev": -3.59,
  "symbols": ["Pd", "O", "C", "C", "C", "C", "C", "C", "C", "C", "N", "H", "H", "H", "H", "H", "H", "H", "H", "H", "H", "H", "C", "C", "C", "C", "C", "C", "P", "C", "C", "C", "C", "C", "C", "C", "C", "C", "C", "C", "C", "H", "H", "H", "H", "H", "H", "H", "H", "H", "H", "H", "H", "H", "H", "H", "H", "H", "H", "H", "H", "H", "H", "H", "H", "H", "H", "H", "H", "H", "H", "H", "H", "H", "Cl", "C", "C", "C", "C", "C", "Cl", "C", "N", "C", "C", "C", "C", "C", "C", "C", "C", "O", "O", "H", "H", "H", "H", "H", "H", "H", "H", "H", "H", "Br", "C", "C", "C", "C", "C", "N", "H", "H", "H", "H"],
  "positions_angstrom": [[-0.3675, 0.3133, 0.5982], [1.1776, 0.2007, -1.0885], [2.5458, -0.1892, -1.2918], [3.3985, -0.0395, -0.0520], [3.0065, -0.9978, 1.0765], [3.1382, -2.4281, 0.6339], [4.3735, -3.0692, 0.7190], [4.5065, -4.3618, 0.2495], [3.3958, -4.9861, -0.2995], [2.2101, -4.2763, -0.3445], [2.0684, -3.0265, 0.1039], [1.1404, 1.1898, -1.0630], [2.9453, 0.4363, -2.0922], [2.5330, -1.2218, -1.6412], [3.3586, 0.9958, 0.2923], [4.4401, -0.2292, -0.3297], [1.9914, -0.7933, 1.4221], [3.6703, -0.8246, 1.9265], [5.2150, -2.5490, 1.1589], [5.4569, -4.8755, 0.3108], [3.4431, -5.9960, -0.6816], [1.3222, -4.7422, -0.7621], [-6.1715, -1.1547, 0.2760], [-5.4893, -0.0297, -0.4940], [-4.0850, -0.4551, -0.9507], [-3.4250, -1.3890, 0.0834], [-3.9371, -1.0856, 1.4933], [-5.4258, -1.4471, 1.5898], [-1.6037, -1.4710, -0.0075], [-1.0917, -1.9764, -1.6808], [-1.2406, -0.8804, -2.7430], [-0.3403, -1.2242, -3.9429], [-0.1872, -2.7423, -4.1249], [-1.4645, -3.4586, -3.6977], [-1.7153, -3.2881, -2.1854], [-1.0409, -2.7998, 1.1351], [-1.9732, -4.0309, 1.2740], [-1.9288, -4.6129, 2.6884], [-0.4883, -4.7341, 3.1698], [0.1868, -3.3496, 3.2615], [-0.5895, -2.2675, 2.5044], [-6.1948, -2.0498, -0.3530], [-7.2121, -0.9048, 0.4822], [-5.4222, 0.8576, 0.1438], [-6.0799, 0.2620, -1.3631], [-3.4785, 0.4324, -1.1236], [-4.1515, -0.9751, -1.9077], [-3.7345, -2.4105, -0.1654], [-3.7927, -0.0220, 1.6960], [-3.3696, -1.6215, 2.2559], [-5.8750, -0.8883, 2.4127], [-5.5267, -2.5049, 1.8439], [-0.0145, -2.1301, -1.5265], [-0.9577, 0.0954, -2.3453], [-2.2832, -0.8219, -3.0579], [0.6388, -0.7623, -3.8015], [-0.7693, -0.7861, -4.8465], [0.6515, -3.1140, -3.5280], [0.0557, -2.9724, -5.1622], [-1.4222, -4.5201, -3.9425], [-2.3059, -3.0461, -4.2611], [-1.2907, -4.1311, -1.6364], [-2.7922, -3.3025, -1.9954], [-0.1150, -3.1038, 0.6364], [-1.6477, -4.7989, 0.5687], [-3.0080, -3.8024, 1.0170], [-2.4246, -5.5847, 2.6894], [-2.4967, -3.9789, 3.3759], [0.0591, -5.3729, 2.4698], [-0.4498, -5.2384, 4.1352], [1.1968, -3.4008, 2.8526], [0.2896, -3.0420, 4.3036], [0.0590, -1.3923, 2.3798], [-1.4477, -1.9281, 3.0887], [0.8690, 7.3111, -0.7444], [1.4481, 6.0313, -1.7781], [0.7086, 5.7086, -2.8994], [1.1342, 4.6831, -3.7264], [2.3059, 4.0107, -3.4261], [3.0429, 4.3610, -2.3102], [4.5358, 3.5207, -2.0292], [2.6372, 5.3740, -1.4338], [3.3828, 5.7693, -0.3312], [3.8891, 4.8857, 0.6795], [5.2570, 4.9138, 0.9332], [5.8164, 4.1178, 1.9154], [5.0029, 3.2717, 2.6584], [3.6395, 3.2561, 2.4248], [3.0596, 4.0655, 1.4472], [1.5529, 4.0492, 1.3056], [1.0417, 2.8011, 0.6098], [0.8334, 1.7870, 1.3764], [0.8410, 2.7755, -0.6124], [-0.1915, 6.2675, -3.1156], [0.5692, 4.4251, -4.6115], [2.6762, 3.2233, -4.0685], [3.1005, 6.6656, 0.0361], [5.8740, 5.5627, 0.3259], [6.8821, 4.1540, 2.0985], [5.4282, 2.6427, 3.4298], [2.9939, 2.6188, 3.0187], [1.2080, 4.9198, 0.7501], [1.1148, 4.0695, 2.3038], [-1.7734, 0.9630, 3.6328], [-2.2122, 2.0952, 2.2060], [-2.8516, 3.2969, 2.4557], [-3.1359, 4.1257, 1.3847], [-2.7806, 3.7271, 0.1057], [-2.1533, 2.5108, -0.0567], [-1.8834, 1.6951, 0.9785], [-3.1029, 3.5690, 3.4697], [-3.6210, 5.0778, 1.5528], [-2.9609, 4.3505, -0.7575], [-1.8245, 2.1731, -1.0277]],
  "forces_ev_per_a": [[0.4, 0.2, -0.4], [-0.2, -0.3, 0.2], [0.0, 0.0, -0.1], [0.1, 0.0, 0.0], [0.1, 0.0, 0.1], [0.1, 0.0, 0.0], [0.0, 0.0, 0.1], [0.0, 0.0, 0.0], [0.0, 0.0, 0.0], [0.0, -0.1, 0.0], [0.1, 0.0, 0.0], [0.0, 0.2, -0.1], [0.0, 0.0, 0.0], [-0.1, 0.0, 0.0], [0.0, 0.0, 0.1], [0.0, 0.0, -0.1], [0.0, -0.1, -0.1], [-0.1, 0.0, 0.0], [0.0, 0.0, 0.0], [0.0, 0.0, 0.0], [0.0, 0.0, 0.0], [0.0, 0.0, 0.0], [0.0, 0.0, 0.0], [0.0, 0.0, 0.0], [0.0, 0.0, 0.0], [0.0, -0.1, -0.1], [0.0, 0.0, 0.0], [0.0, 0.0, 0.0], [-0.2, 0.0, 0.1], [0.1, 0.1, 0.0], [0.1, 0.0, 0.0], [0.0, 0.0, 0.0], [0.0, 0.0, 0.0], [0.0, 0.0, 0.0], [0.0, 0.0, 0.0], [0.1, -0.1, -0.1], [0.0, 0.0, 0.0], [0.0, 0.0, 0.0], [0.0, 0.0, 0.0], [0.0, 0.0, 0.0], [0.0, 0.0, 0.0], [0.0, 0.0, 0.0], [0.0, 0.0, 0.0], [0.0, 0.0, 0.0], [0.0, 0.0, 0.0], [0.1, 0.1, 0.0], [0.0, 0.0, 0.0], [0.0, 0.0, 0.0], [0.0, -0.1, 0.0], [0.0, 0.0, 0.0], [0.0, 0.0, 0.0], [0.0, 0.0, 0.0], [0.0, 0.0, 0.0], [0.0, 0.0, 0.0], [0.0, 0.0, 0.0], [0.0, 0.0, 0.0], [0.0, 0.0, 0.0], [0.0, 0.0, 0.0], [0.0, 0.0, 0.0], [0.0, 0.0, 0.0], [0.0, 0.0, 0.0], [0.0, 0.0, 0.0], [0.0, 0.0, 0.0], [0.0, 0.0, 0.0], [0.0, 0.0, 0.0], [0.0, 0.0, 0.0], [0.0, 0.0, 0.0], [0.0, 0.0, 0.0], [0.0, 0.0, 0.0], [0.0, 0.0, 0.0], [0.0, 0.0, 0.0], [0.0, 0.0, 0.0], [0.0, 0.0, 0.0], [0.0, 0.0, 0.0], [0.0, 0.0, 0.0], [0.0, 0.0, 0.0], [0.0, 0.0, 0.0], [0.0, 0.0, 0.0], [0.0, 0.0, 0.0], [0.0, 0.0, 0.0], [0.0, -0.1, 0.0], [-0.1, -0.1, 0.0], [0.0, 0.1, 0.1], [0.0, -0.1, 0.0], [0.0, 0.0, 0.0], [0.0, 0.0, 0.0], [0.0, 0.0, 0.0], [0.0, 0.0, 0.0], [0.0, -0.1, 0.0], [0.0, 0.1, -0.1], [0.1, -0.1, 0.1], [0.0, 0.2, 0.1], [0.0, 0.1, -0.1], [0.0, 0.0, 0.0], [0.0, 0.0, 0.0], [0.0, 0.0, 0.0], [0.0, 0.0, 0.0], [0.0, 0.0, 0.0], [0.0, 0.0, 0.0], [0.0, 0.0, 0.0], [0.0, 0.0, 0.0], [0.0, 0.0, 0.0], [0.0, 0.0, 0.0], [0.0, 0.1, 0.1], [-0.1, 0.0, 0.0], [0.0, 0.0, 0.0], [0.0, 0.0, 0.0], [0.0, 0.0, 0.0], [-0.1, 0.0, 0.0], [0.1, 0.0, 0.1], [0.0, 0.0, 0.0], [0.0, 0.0, 0.0], [0.0, 0.0, 0.0], [0.0, 0.0, 0.0]]
}

Record 2
{
  "formula": "C2H6N2OS",
  "method": "ωB97M-V/def2-TZVPD",
  "homo_ev": -8.7,
  "e_above_lowest_ev": 5.174,
  "e_tot_ev": -18029.631,
  "smiles": "C=NNO.C=S",
  "gap_ev": 8.4,
  "e_lumo_ev": -0.26,
  "symbols": ["C", "N", "N", "O", "H", "H", "H", "H", "C", "S", "H", "H"],
  "positions_angstrom": [[-0.7151, 0.2433, -0.6227], [-1.1400, 0.0928, 0.5556], [-1.6936, -1.0821, 1.0108], [-2.0119, -2.0131, 0.0390], [-0.1714, 1.1676, -0.9264], [-0.9441, -0.4041, -1.5304], [-2.4098, -0.7844, 1.7136], [-1.5242, -2.8604, 0.3484], [1.6820, -0.6400, 0.8020], [2.8187, -0.6792, -0.3678], [1.0853, 0.2872, 1.0535], [1.5007, -1.4103, 1.5518]],
  "forces_ev_per_a": [[-0.5, 0.1, -2.5], [0.0, -0.3, 0.4], [0.8, 1.8, 1.1], [0.2, -2.3, 0.6], [-0.5, -0.6, 0.8], [0.4, 0.2, 1.6], [0.2, -1.0, -1.4], [-1.1, 2.1, -0.8], [0.6, 1.6, 0.3], [-1.1, -0.2, 0.9], [0.9, -1.1, -0.5], [0.1, -0.4, -0.4]]
}

Record 3
{
  "formula": "H4O2",
  "method": "ωB97M-V/def2-TZVPD",
  "homo_ev": -11.0,
  "e_above_lowest_ev": 0.127,
  "e_tot_ev": -4159.812,
  "smiles": "O.O",
  "gap_ev": 11.6,
  "e_lumo_ev": 0.63,
  "symbols": ["O", "H", "H", "O", "H", "H"],
  "positions_angstrom": [[-10.7115, -2.8343, 0.5163], [-9.9758, -2.4244, 1.0252], [-11.0739, -2.1008, -0.0303], [-12.2361, -0.0449, -0.1644], [-11.8070, 0.8400, -0.1312], [-12.9510, 0.0510, -0.8336]],
  "forces_ev_per_a": [[0.5, 1.0, 0.0], [-0.9, -0.4, -0.6], [0.3, -0.5, 0.7], [-0.2, 0.9, -0.7], [-0.5, -0.9, -0.1], [0.8, -0.1, 0.7]]
}

Record 4
{
  "formula": "C55H48InN4O5",
  "method": "ωB97M-V/def2-TZVPD",
  "homo_ev": -3.9,
  "e_above_lowest_ev": 0.080,
  "e_tot_ev": -79186.921,
  "gap_ev": 6.3,
  "charge": -1,
  "e_lumo_ev": 2.46,
  "symbols": ["In", "O", "C", "C", "C", "C", "C", "C", "C", "N", "N", "C", "O", "C", "C", "C", "C", "C", "C", "H", "H", "H", "H", "H", "H", "H", "H", "H", "H", "O", "C", "C", "C", "C", "C", "C", "C", "C", "C", "O", "C", "C", "C", "C", "C", "C", "C", "C", "C", "C", "C", "C", "N", "C", "C", "C", "C", "C", "C", "C", "C", "C", "C", "C", "C", "H", "H", "H", "H", "H", "H", "H", "H", "H", "H", "H", "H", "H", "H", "H", "H", "H", "H", "H", "H", "H", "H", "H", "H", "H", "H", "H", "O", "C", "C", "C", "C", "C", "C", "C", "C", "N", "H", "H", "H", "H", "H", "H", "H", "H", "H", "H", "H"],
  "positions_angstrom": [[0.3923, -0.1284, 0.1446], [-0.6642, -1.0701, 1.8702], [-0.1103, -1.8879, 2.7384], [-0.5755, -1.8461, 4.1184], [-0.1950, -2.8234, 4.9739], [0.5588, -3.9143, 4.5615], [1.1722, -3.9208, 3.3423], [0.8934, -2.8946, 2.3775], [1.4198, -3.0052, 1.0886], [1.0645, -2.3542, -0.0129], [1.2895, -2.7861, -1.2103], [0.5057, -2.0948, -2.1180], [-0.1756, -1.0769, -1.8225], [0.5579, -2.5984, -3.4747], [1.0930, -3.8505, -3.7954], [0.9924, -4.2699, -5.0999], [0.4374, -3.4531, -6.0671], [0.0543, -2.1774, -5.7769], [0.0005, -1.7382, -4.4283], [-1.2317, -1.0128, 4.3157], [-0.5900, -2.7054, 5.9844], [0.7312, -4.7044, 5.2331], [1.8501, -4.7654, 3.0729], [2.1487, -3.8282, 0.9684], [1.5077, -4.4781, -2.9952], [1.2943, -5.2558, -5.3187], [0.3530, -3.7761, -7.0741], [-0.3036, -1.5186, -6.6046], [-0.5963, -0.8566, -4.1039], [2.4016, 0.1430, 0.5892], [3.1242, 1.0127, 1.4482], [2.2795, 1.3656, 2.7326], [1.0300, 2.1422, 2.5580], [0.9078, 3.2163, 3.4170], [-0.2445, 4.0093, 3.3324], [-1.1304, 3.7856, 2.2989], [-0.9516, 2.6603, 1.4825], [-1.9069, 2.3523, 0.3602], [-1.2781, 2.3535, -1.0614], [-0.2255, 1.4599, -1.1926], [-2.3953, 2.0065, -2.1271], [-2.0426, 1.7176, -3.4774], [-3.0249, 1.4678, -4.4102], [-4.4038, 1.4076, -4.0408], [-4.7482, 1.8157, -2.7640], [-3.7433, 2.1163, -1.7900], [-0.8072, 3.7715, -1.4887], [-1.5453, 4.9165, -1.1498], [-1.1370, 6.1600, -1.5907], [-0.0476, 6.2784, -2.4296], [0.6372, 5.1437, -2.8463], [0.3433, 3.9134, -2.3296], [0.0267, 1.7727, 1.7336], [4.4329, 0.2555, 1.9815], [4.9030, 0.1127, 3.3002], [6.0815, -0.5710, 3.6728], [6.8588, -1.1096, 2.6980], [6.3755, -1.0429, 1.3520], [5.2513, -0.3311, 0.9972], [3.5651, 2.2587, 0.6486], [3.3685, 2.4179, -0.7786], [4.0128, 3.4337, -1.3994], [4.8077, 4.3490, -0.7774], [4.9651, 4.3423, 0.5839], [4.3265, 3.2774, 1.2771], [2.0462, 0.3845, 3.1267], [2.9001, 1.9220, 3.4974], [1.7305, 3.3855, 4.0860], [-0.4253, 4.8159, 4.0215], [-1.9607, 4.4839, 2.1318], [-2.3301, 1.3573, 0.5414], [-2.6710, 3.1201, 0.4723], [-1.0092, 1.6238, -3.7995], [-2.6948, 1.1901, -5.3965], [-5.1483, 1.0299, -4.7037], [-5.7990, 1.8325, -2.4506], [-4.0641, 2.3125, -0.7885], [-2.4998, 4.8461, -0.6502], [-1.6377, 7.0213, -1.2085], [0.2505, 7.2589, -2.7990], [1.4920, 5.2457, -3.5075], [0.9427, 3.0299, -2.5359], [4.3341, 0.4970, 4.1243], [6.4979, -0.5491, 4.6913], [7.8064, -1.6145, 2.8649], [6.9803, -1.5146, 0.6024], [4.9724, -0.2001, -0.0145], [2.6386, 1.7780, -1.2388], [3.9352, 3.5463, -2.4873], [5.2522, 5.1363, -1.4225], [5.6352, 5.0209, 1.1029], [4.4228, 3.3211, 2.3680], [-3.0267, -1.4841, -0.2200], [-4.2664, -0.8367, 0.1393], [-5.3931, -1.7578, 0.6578], [-4.9008, -2.8384, 1.6622], [-4.2421, -4.0564, 1.0454], [-3.8535, -5.1216, 1.8893], [-3.1815, -6.2307, 1.3838], [-2.8794, -6.2471, -0.0006], [-3.3705, -5.1900, -0.7750], [-3.9651, -4.0967, -0.2542], [-3.2670, -2.3958, -0.5263], [-4.5716, -0.1954, -0.6900], [-4.0454, -0.1471, 0.9685], [-5.9695, -2.2282, -0.1216], [-6.1161, -1.0770, 1.1271], [-5.8052, -3.1621, 2.2242], [-4.2190, -2.4782, 2.4582], [-4.0910, -4.9611, 2.9233], [-2.8809, -7.0275, 2.0287], [-2.2957, -7.0730, -0.4188], [-3.1981, -5.2659, -1.8269]],
  "forces_ev_per_a": [[-0.7, -0.2, 0.0], [1.0, 0.1, 0.3], [-0.1, -0.3, -0.2], [0.8, 0.4, -2.8], [-1.1, 0.3, 1.0], [0.5, 0.4, 0.2], [0.2, 0.4, -1.4], [-1.6, 1.0, 2.4], [1.0, -0.4, -3.8], [-0.9, 0.9, 4.7], [-0.3, -0.5, -3.4], [1.9, -0.8, 3.1], [0.0, -0.1, -0.1], [-0.5, 0.8, -0.6], [-0.1, 0.3, 0.4], [-0.2, 0.1, 0.6], [0.7, 0.0, -0.1], [-1.2, 1.8, 0.5], [-0.3, -0.8, -1.1], [-0.1, 0.0, 0.4], [0.2, -0.6, 0.0], [0.3, -0.9, 0.8], [-0.6, 0.8, 0.1], [-0.4, 0.1, -0.3], [-0.2, 0.4, -0.5], [0.4, -1.0, -0.5], [0.1, -0.4, -0.8], [0.2, -0.6, 0.8], [1.0, -0.6, -0.3], [0.9, 0.7, 0.9], [-0.7, -0.5, 0.0], [1.2, -0.3, -0.4], [-0.6, -0.1, 0.4], [-1.2, 0.7, -0.4], [0.7, -0.3, -0.1], [-0.2, 0.0, -0.2], [0.1, -0.4, 0.3], [0.4, 0.2, 0.4], [0.3, -0.3, -1.0], [-0.1, 0.0, 0.9], [0.1, 0.6, 0.3], [-0.4, 0.1, 0.9], [-0.9, -0.6, 0.6], [1.5, 0.8, 0.6], [0.5, -0.2, 0.8], [-0.3, -0.7, -1.9], [0.4, 0.2, -0.2], [0.4, -0.9, -0.7], [0.4, -0.1, 0.1], [-0.1, 0.4, -0.4], [0.8, 0.6, 0.0], [-1.5, -0.9, 1.2], [0.9, 0.7, -0.8], [0.5, -0.1, -0.2], [-0.6, 0.0, 0.0], [0.1, 1.0, 0.2], [-0.4, -0.6, -2.3], [0.8, 0.2, 1.1], [-0.1, 0.0, 1.2], [1.0, 1.3, -0.7], [-0.4, -1.1, 3.3], [-0.3, 0.1, -2.3], [1.1, 1.8, -0.5], [-0.6, -1.6, 0.5], [0.0, 0.3, 0.1], [-0.1, -0.3, 0.3], [-0.5, -0.8, -1.0], [-0.1, 0.4, 0.4], [0.1, 0.2, 0.1], [0.3, -0.5, 0.0], [-0.1, 0.1, -0.1], [-0.3, -0.3, -0.3], [0.0, 0.2, 0.4], [-0.2, -0.1, -0.3], [-0.4, 0.1, -0.6], [0.4, -0.1, -0.1], [-0.1, 0.2, 0.3], [0.1, -0.1, 0.4], [-0.4, 0.6, -0.1], [0.0, -0.2, 0.1], [-0.1, 0.0, 0.0], [-0.2, 0.1, 0.0], [-0.3, 0.3, 0.2], [-0.8, 0.0, -0.3], [-0.2, 0.1, 0.2], [0.1, -0.1, -0.4], [-0.3, -0.1, -1.0], [0.2, -0.3, -0.4], [-0.3, -0.1, 0.3], [-0.1, -0.6, 0.7], [-0.3, 0.1, 0.0], [0.1, -0.5, -0.3], [-1.3, -0.3, 0.1], [0.7, -0.3, 0.2], [0.9, 0.4, 0.4], [-0.8, 0.2, 0.1], [0.8, -0.8, 0.1], [-0.2, 0.3, -0.7], [-0.2, 1.3, -1.0], [-0.8, 0.2, 0.9], [0.7, -0.5, 1.4], [-0.4, -0.6, -0.6], [0.3, 1.0, 0.1], [-0.4, -0.2, -0.1], [0.2, -0.2, -0.1], [0.1, -0.4, -0.5], [0.2, -0.2, 0.3], [0.5, -0.1, -0.3], [-0.2, 0.3, -0.6], [0.1, -0.5, 0.5], [0.2, -0.3, 0.3], [-0.4, 0.4, 0.0], [0.0, 0.6, -0.6]]
}